(1)
Here is a structure of composition C35H36ClLiN5O4 from the Open Molecules 2025 dataset. Energies are from wB97M-V/def2-TZVPD.

Geometry as XYZ:
```
82
Properties=species:S:1:pos:R:3:lowdin_charge:R:1
Li -0.07105 -0.16424 -0.56133 0.531
N -0.87575 2.79452 2.54233 0.132
C -0.85646 1.74043 1.69693 -0.141
N -0.41823 1.75608 0.49620 0.111
C 0.19531 2.91069 0.03459 -0.290
N 0.86364 2.94031 -1.06281 0.084
N 1.03434 1.67040 -1.60491 0.026
C 0.77116 1.56040 -2.83853 -0.098
C 0.93071 0.23610 -3.47125 -0.281
C 1.01193 0.11834 -4.85379 -0.032
C 1.12218 -1.14780 -5.40215 -0.073
C 1.13749 -2.23965 -4.55179 -0.058
C 1.04249 -2.01595 -3.18317 -0.115
N 0.94183 -0.81068 -2.64808 0.115
C 0.08561 4.14103 0.83848 -0.075
C 0.52555 5.38526 0.38651 -0.019
C 0.44227 6.49761 1.19863 -0.090
C -0.08598 6.37996 2.48488 -0.092
C -0.53056 5.16012 2.94972 -0.024
C -0.44403 4.04103 2.12155 -0.178
H -1.20802 2.66345 3.48261 0.154
H -1.25780 0.81738 2.09242 0.135
H 0.41598 2.39771 -3.44042 0.124
H 0.97077 1.00119 -5.47648 0.109
H 1.18071 -1.27938 -6.47427 0.101
H 1.20429 -3.24917 -4.93226 0.098
H 1.03012 -2.84401 -2.48594 0.107
H 0.93724 5.44347 -0.61052 0.108
H 0.78884 7.45720 0.84084 0.096
H -0.14979 7.24962 3.12587 0.099
H -0.94200 5.06162 3.94629 0.109
C 5.66398 -0.78358 4.43117 -0.037
C 4.79601 -1.90725 3.95214 -0.197
C 4.72862 -3.11057 4.63072 -0.082
C 3.91056 -4.13011 4.17168 -0.675
Cl 3.84992 -5.63959 5.05790 0.607
C 3.14114 -3.96747 3.03973 -0.104
C 3.19871 -2.76885 2.33958 0.017
C 4.02882 -1.74421 2.78847 -0.224
O 4.19692 -0.55769 2.15359 -0.038
C 3.32545 -0.23293 1.06992 -0.087
C 1.83097 -0.13961 1.46184 -0.679
O 1.53978 0.57522 2.42511 0.005
O 1.04515 -0.78598 0.72150 -0.138
H 6.02427 -0.98082 5.43982 0.072
H 5.11137 0.15517 4.42541 0.085
H 6.52726 -0.64453 3.77774 0.084
H 5.31061 -3.25420 5.53146 0.105
H 2.49230 -4.76310 2.70292 0.103
H 2.57182 -2.63059 1.47091 0.107
H 3.46814 -0.93738 0.24546 0.123
H 3.64810 0.76193 0.75848 0.130
C -2.65192 0.61582 -3.98424 -0.065
C -3.54056 1.02920 -2.81255 -0.375
C -2.90447 2.16165 -2.00803 -0.067
C -3.90695 -0.16505 -1.96106 -0.150
C -5.23428 -0.55511 -1.89325 -0.081
C -5.64358 -1.65693 -1.15858 -0.137
C -4.67111 -2.37990 -0.48100 -0.079
C -3.32935 -2.03321 -0.51088 -0.144
C -2.35063 -2.87629 0.28191 -0.371
C -1.20950 -3.44519 -0.55977 -0.067
C -1.81906 -2.14284 1.51337 -0.063
C -2.90145 -0.89493 -1.25604 -0.323
O -1.66038 -0.53979 -1.30214 -0.200
H -2.37142 1.48176 -4.59096 0.070
H -3.16868 -0.09912 -4.62710 0.079
H -1.75259 0.13630 -3.60798 0.052
H -4.48203 1.41024 -3.23121 0.118
H -2.01033 1.80469 -1.50552 0.038
H -3.59553 2.52960 -1.24651 0.078
H -2.63967 2.99975 -2.65882 0.071
H -5.97026 0.02804 -2.44162 0.096
H -6.68495 -1.94697 -1.11858 0.076
H -4.96028 -3.25195 0.09778 0.096
H -2.93132 -3.73386 0.65116 0.118
H -0.61181 -2.64525 -0.99226 0.036
H -1.60344 -4.05531 -1.37571 0.080
H -0.55790 -4.07124 0.05474 0.074
H -1.17766 -1.30602 1.23767 0.034
H -1.21266 -2.81062 2.13135 0.078
H -2.64890 -1.77439 2.12015 0.078
```

Values from the calculation:
Orbital gap   6.157 eV
HOMO level   -3.86 eV
Net charge   -1
ΔE to the lowest compared entry with this formula, charge and spin   19.3 kJ/mol

(2)
Here is a structure of composition C35H36F3N4O4Sr at a distorted geometry from the Open Molecules 2025 dataset. Energies are from wB97M-V/def2-TZVPD.

Geometry as XYZ:
```
83
Properties=species:S:1:pos:R:3:lowdin_charge:R:1
Sr 0.00000 0.00000 0.00000 1.198
C -6.80107 1.67606 -1.75570 -0.084
C -5.57806 1.18469 -1.04418 -0.314
C -5.57143 -0.03623 -0.37993 -0.013
C -4.40649 -0.44730 0.28942 -0.170
C -4.42567 -1.68004 1.07037 -0.186
N -4.22209 -2.85450 0.59515 -0.027
C -4.06693 -3.27942 -0.81302 -0.153
C -2.61225 -3.43301 -1.25319 -0.156
C -1.80518 -4.52706 -0.54373 -0.124
N -1.17270 -3.95670 0.63582 0.060
C -1.01390 -4.35536 1.85178 0.027
C -0.44469 -3.40605 2.85155 -0.106
C -0.62898 -3.70492 4.20776 -0.013
C -0.35989 -2.72833 5.16107 -0.295
C -0.56580 -2.99163 6.62156 -0.074
C -0.00334 -1.44793 4.71907 0.012
C 0.19330 -1.15134 3.34822 -0.079
C 0.34859 0.32460 3.07683 -0.097
N 0.91058 0.89448 2.06418 -0.060
C 0.88747 2.35347 2.07727 -0.215
C 1.21431 2.87612 0.67508 -0.208
C -0.01990 3.35487 -0.08847 -0.250
N -0.94149 2.24585 -0.29620 -0.061
C -2.18755 2.54027 -0.19097 -0.086
C -3.28074 1.54232 -0.27690 -0.131
C -4.43557 1.98487 -0.96139 -0.011
C -3.20440 0.28562 0.36815 -0.399
O -2.18594 -0.16351 1.00091 -0.179
C 0.07917 -2.16910 2.36302 -0.317
O 0.31276 -2.03783 1.10783 -0.292
H -7.40627 0.83778 -2.11683 0.067
H -6.52731 2.27732 -2.62925 0.069
H -7.40974 2.28534 -1.08088 0.072
H -6.46447 -0.65256 -0.36446 0.109
H -4.52735 -1.58835 2.16547 0.117
H -4.13952 -3.57991 1.30769 0.133
H -4.57612 -2.55300 -1.45496 0.114
H -4.60351 -4.22898 -0.90842 0.112
H -2.10032 -2.46338 -1.20931 0.090
H -2.64459 -3.70381 -2.31747 0.102
H -0.99296 -4.87182 -1.19102 0.130
H -2.41801 -5.38413 -0.24850 0.122
H -0.71724 -3.00769 0.47817 0.108
H -1.36980 -5.35356 2.14258 0.139
H -1.00697 -4.67386 4.51685 0.112
H -0.46770 -4.05899 6.84598 0.071
H -1.56288 -2.65917 6.92654 0.078
H 0.18488 -2.46378 7.21908 0.074
H 0.11653 -0.65135 5.45128 0.117
H -0.07118 0.96467 3.87445 0.127
H 1.66794 2.69966 2.76587 0.116
H -0.07026 2.75183 2.43378 0.115
H 1.74801 2.11824 0.08852 0.009
H 1.88957 3.73531 0.77362 0.118
H 0.29443 3.74221 -1.06453 0.071
H -0.47753 4.18908 0.45904 0.121
H -2.52065 3.58385 -0.04835 0.132
H -4.42644 2.96443 -1.43421 0.111
F -2.80322 5.64228 -6.09074 0.104
C -1.82535 6.16736 -5.30123 -0.547
F -2.42534 7.13158 -4.55133 0.111
F -0.97739 6.81994 -6.14398 0.105
C -1.12822 5.13139 -4.45052 -0.143
C -1.78937 3.95267 -4.07122 -0.010
C -1.14885 3.00577 -3.26606 -0.013
C 0.15932 3.22774 -2.82320 -0.268
C 0.82179 4.40409 -3.18899 -0.022
C 0.18122 5.35070 -3.99423 -0.018
C 0.81673 2.25572 -1.99647 -0.244
C 1.36329 1.44756 -1.30933 -0.191
H -2.80994 3.76546 -4.40433 0.113
H -1.67905 2.09653 -2.98710 0.107
H 1.83897 4.59300 -2.84942 0.124
H 0.71005 6.26365 -4.26753 0.114
C -1.89524 -1.98355 -4.15300 -0.064
O -0.91637 -2.05834 -3.12873 -0.029
C -1.08287 -1.04537 -2.28324 -0.273
O -1.24205 -0.14545 -1.54469 -0.186
H -1.74009 -2.82432 -4.83588 0.098
H -1.79415 -1.05532 -4.72714 0.108
H -2.90638 -2.06394 -3.73785 0.093
H 2.05644 -1.13323 -0.45646 -0.121
```

Values from the calculation:
Orbital gap (alpha / beta)   3.824 / 3.783 eV
HOMO level (alpha / beta)   -1.93 / -1.89 eV
Net charge   -1

For the records above, the corresponding total energy values read -65252.3957; -60005.4962 eV.